Molecular formula: C5H13NO
Method: DFT, ωB97M-V/def2-TZVPD

Output
HOMO, eV: -7.86
Structure (SMILES): CC/C(C)=C/N.O
2S+1: 1
Net charge: 0
Orbital gap, Eh: 0.320

XYZ file:
```
20
C5H13NO, DFT ωB97M-V/def2-TZVPD
C 1.339 -1.068 1.289
C 1.006 -1.545 -0.112
C 0.295 -0.430 -0.865
C -0.360 -0.820 -2.114
C 0.402 0.876 -0.345
N -0.525 1.827 -0.799
H 2.184 -0.455 1.324
H 0.534 -0.552 1.861
H 1.729 -1.758 1.998
H 1.965 -1.796 -0.586
H 0.583 -2.620 -0.088
H -1.301 -1.357 -2.003
H 0.312 -1.484 -2.743
H -0.648 0.017 -2.748
H 1.345 1.205 0.217
H -1.275 1.553 -1.485
H -0.055 2.504 -1.482
O -2.827 1.699 3.024
H -2.717 2.185 2.150
H -1.989 2.020 3.506
```

Atom charges from the Mulliken analysis, given in e for atoms 1 to 2: -1.580 -0.132